{
  "formula": "C38H51CrN4O8SSi",
  "method": "ωB97M-V/def2-TZVPD",
  "elements": ["Cr", "O", "C", "N", "C", "C", "C", "C", "C", "C", "N", "C", "O", "C", "C", "C", "C", "C", "N", "C", "C", "C", "C", "C", "N", "H", "H", "H", "H", "H", "H", "H", "H", "H", "H", "H", "H", "O", "H", "H", "C", "C", "C", "C", "O", "Si", "O", "O", "C", "C", "C", "C", "O", "C", "C", "C", "C", "H", "H", "H", "H", "H", "H", "H", "H", "H", "H", "H", "H", "H", "H", "H", "H", "H", "H", "H", "H", "H", "H", "H", "H", "H", "H", "H", "C", "C", "C", "C", "C", "C", "C", "S", "C", "O", "H", "H", "H", "H", "H", "H", "H", "H", "H", "H"],
  "coordinates": [[0.479, -1.009, -1.522], [3.568, 1.250, -2.810], [2.589, 0.545, -2.645], [2.226, -0.223, -1.594], [3.181, -0.834, -0.739], [4.365, -0.283, -0.289], [5.216, -1.062, 0.491], [4.886, -2.377, 0.786], [3.698, -2.939, 0.328], [2.831, -2.155, -0.420], [1.582, -2.524, -0.963], [0.989, -3.704, -0.734], [1.437, -4.735, -0.250], [-0.460, -3.676, -1.185], [-1.264, -4.795, -1.063], [-2.583, -4.711, -1.467], [-3.058, -3.513, -1.985], [-2.195, -2.438, -2.073], [-0.921, -2.517, -1.676], [1.586, 0.358, -3.775], [1.692, 1.036, -4.972], [0.782, 0.750, -5.977], [-0.196, -0.206, -5.746], [-0.230, -0.839, -4.516], [0.646, -0.565, -3.548], [4.616, 0.735, -0.553], [6.134, -0.634, 0.872], [5.566, -2.983, 1.372], [3.437, -3.963, 0.548], [-0.824, -5.691, -0.650], [-3.240, -5.567, -1.375], [-4.085, -3.402, -2.306], [-2.520, -1.469, -2.433], [2.496, 1.750, -5.084], [0.840, 1.256, -6.932], [-0.924, -0.465, -6.503], [-0.972, -1.596, -4.298], [-1.197, 0.498, -1.540], [-1.174, 0.299, -0.580], [-0.594, 1.279, -1.610], [-2.691, 1.114, 1.966], [-2.349, -0.245, 2.572], [-2.987, -0.363, 3.949], [-2.833, -1.380, 1.670], [-0.938, -0.299, 2.777], [0.328, -0.853, 1.871], [0.018, -0.713, 0.302], [1.640, -0.027, 2.384], [1.856, 1.350, 2.692], [1.257, 2.222, 1.594], [3.365, 1.532, 2.746], [1.238, 1.679, 4.048], [0.617, -2.440, 2.155], [0.812, -3.184, 3.364], [-0.536, -3.759, 3.780], [1.376, -2.301, 4.474], [1.788, -4.298, 3.025], [-3.751, 1.169, 1.707], [-2.106, 1.294, 1.064], [-2.462, 1.908, 2.679], [-4.067, -0.212, 3.887], [-2.565, 0.390, 4.617], [-2.799, -1.348, 4.378], [-3.911, -1.306, 1.513], [-2.610, -2.346, 2.126], [-2.330, -1.347, 0.703], [1.565, 1.860, 0.612], [1.586, 3.258, 1.712], [0.163, 2.198, 1.639], [3.802, 1.390, 1.757], [3.799, 0.793, 3.420], [3.616, 2.532, 3.110], [0.189, 1.385, 4.065], [1.313, 2.751, 4.244], [1.760, 1.142, 4.842], [-1.238, -2.948, 3.981], [-0.436, -4.365, 4.682], [-0.940, -4.381, 2.978], [0.669, -1.511, 4.741], [2.303, -1.829, 4.147], [1.576, -2.907, 5.360], [1.461, -4.818, 2.124], [1.855, -5.010, 3.851], [2.779, -3.883, 2.837], [-5.284, 4.764, -2.935], [-3.795, 4.571, -2.823], [-3.193, 4.347, -1.585], [-1.831, 4.125, -1.483], [-1.053, 4.143, -2.632], [-1.631, 4.353, -3.875], [-2.997, 4.576, -3.963], [0.653, 3.658, -2.551], [1.283, 4.950, -1.500], [0.685, 2.429, -1.672], [-5.738, 4.912, -1.956], [-5.749, 3.888, -3.392], [-5.523, 5.626, -3.558], [-3.803, 4.334, -0.689], [-1.384, 3.905, -0.520], [-1.016, 4.337, -4.767], [-3.453, 4.742, -4.932], [0.741, 4.930, -0.556], [1.169, 5.909, -2.006], [2.336, 4.726, -1.337]],
  "forces_ev_per_angstrom": [[0.26, 0.33, 1.52], [0.05, 0.01, 0.04], [-0.18, 0.02, -0.13], [0.15, -0.22, -0.11], [-0.15, 0.12, -0.26], [0.08, 0.01, 0.00], [-0.06, 0.02, 0.00], [-0.02, 0.01, -0.04], [0.03, 0.03, 0.10], [-0.19, -0.13, -0.23], [0.09, -0.21, 0.21], [-0.04, 0.03, -0.15], [0.02, -0.05, -0.01], [0.14, 0.07, 0.03], [-0.03, -0.04, 0.03], [-0.01, -0.01, 0.01], [-0.02, 0.03, 0.01], [-0.01, 0.05, 0.10], [0.04, -0.43, -0.39], [0.19, -0.01, 0.34], [0.02, 0.06, -0.15], [0.06, 0.04, 0.03], [-0.02, -0.05, 0.04], [0.03, 0.03, -0.07], [-0.39, 0.02, -0.39], [0.01, -0.01, 0.00], [0.02, -0.01, -0.04], [-0.02, 0.01, 0.03], [0.02, 0.04, -0.03], [0.00, 0.01, 0.00], [0.00, 0.00, -0.02], [0.00, -0.01, 0.01], [0.02, -0.01, -0.02], [-0.03, 0.01, 0.00], [-0.01, 0.00, 0.01], [0.01, -0.01, -0.01], [0.00, 0.01, 0.02], [0.48, 0.01, -0.17], [-0.06, 0.06, 0.04], [-0.21, 0.09, -0.06], [0.01, 0.04, 0.02], [0.06, -0.03, -0.07], [-0.06, 0.00, 0.04], [0.10, 0.00, -0.03], [-0.04, -0.01, -0.02], [0.14, -0.33, 0.11], [-0.20, 0.30, -0.21], [-0.07, -0.11, 0.05], [-0.06, 0.04, -0.08], [-0.06, -0.03, 0.00], [0.05, 0.02, -0.03], [0.00, -0.06, 0.02], [-0.09, 0.16, -0.07], [0.02, 0.11, 0.02], [-0.02, -0.02, -0.03], [-0.01, 0.02, -0.04], [0.04, -0.06, 0.02], [0.01, 0.01, 0.03], [0.00, -0.03, -0.07], [0.01, -0.01, -0.02], [0.01, -0.01, 0.01], [-0.01, 0.00, -0.01], [0.01, 0.01, 0.00], [0.01, -0.01, 0.02], [0.00, -0.02, 0.01], [-0.06, 0.02, 0.01], [0.04, 0.03, 0.00], [-0.03, 0.00, 0.00], [0.03, 0.01, 0.00], [-0.01, -0.01, 0.04], [0.00, 0.01, 0.00], [0.01, 0.00, -0.02], [0.00, 0.05, -0.01], [0.02, -0.01, 0.02], [-0.01, 0.00, -0.01], [-0.02, 0.01, 0.02], [-0.01, 0.00, -0.02], [0.01, 0.00, 0.01], [0.00, -0.02, 0.02], [0.00, -0.04, 0.02], [-0.01, 0.02, 0.00], [0.02, 0.00, 0.06], [0.02, 0.01, 0.02], [-0.04, -0.01, 0.01], [0.06, 0.01, 0.01], [-0.04, 0.00, 0.02], [-0.01, 0.02, 0.00], [-0.07, 0.01, -0.01], [-0.15, -0.12, -0.01], [0.01, 0.07, 0.02], [0.00, 0.03, 0.01], [0.12, -0.47, 0.14], [0.07, 0.13, 0.06], [-0.10, 0.36, -0.36], [0.00, 0.00, -0.01], [-0.01, 0.00, 0.00], [0.00, 0.00, 0.00], [-0.01, -0.01, -0.01], [0.01, -0.01, -0.02], [-0.01, -0.02, 0.01], [0.01, 0.00, 0.00], [0.02, 0.02, 0.00], [0.01, 0.00, 0.03], [-0.01, 0.01, 0.01]],
  "lowdin_charge": [0.822, 0.078, -0.460, 0.005, -0.184, -0.031, -0.093, -0.085, -0.010, -0.176, 0.025, -0.446, 0.045, -0.137, 0.024, -0.037, -0.044, -0.117, 0.035, -0.170, 0.007, -0.038, -0.040, -0.083, 0.043, 0.108, 0.098, 0.099, 0.096, 0.125, 0.112, 0.108, 0.114, 0.124, 0.112, 0.108, 0.107, -0.097, 0.017, 0.013, -0.022, -0.635, -0.025, -0.016, -0.101, 0.068, -0.294, -0.081, -0.629, -0.024, -0.021, -0.024, -0.077, -0.623, -0.023, -0.028, -0.023, 0.088, 0.064, 0.089, 0.089, 0.088, 0.075, 0.092, 0.083, 0.063, 0.073, 0.089, 0.077, 0.068, 0.090, 0.087, 0.070, 0.086, 0.088, 0.060, 0.088, 0.089, 0.081, 0.086, 0.090, 0.072, 0.088, 0.079, -0.046, -0.262, -0.023, -0.063, -0.398, -0.075, -0.037, 0.972, -0.224, -0.517, 0.076, 0.086, 0.082, 0.116, 0.114, 0.108, 0.117, 0.055, 0.064, 0.063],
  "energy_ha": -4032.03698,
  "multiplicity": 2,
  "s_squared": 0.7608,
  "homo_lumo_gap_ev": [6.8, 7.0],
  "homo_energy_ev": [-7.0, -7.1],
  "relative_energy_kcal_mol": 0.0
}